This record from the Open Molecules 2025 dataset describes a cluster of 21 separate species, C87H212N4O21 in total at a distorted geometry. The level of theory is ωB97M-V/def2-TZVPD.

Last column: Mulliken charge in e.
Element x y z (Å)
C 2.4188 -4.6172 2.8675  -1.11
H -6.1047 -0.7781 -3.0459  0.52
C 5.4489 -3.2116 -2.8106  -0.80
H 1.8519 -3.3111 -8.1416  0.46
C 5.4071 5.2240 -1.3621  -0.92
H -7.1530 4.0553 -7.0713  0.37
H 3.2342 -5.1257 -3.2208  -0.10
O 0.7865 -4.7038 -4.2043  0.11
C 2.8035 1.1602 4.3804  1.75
H -1.7315 -2.0903 -3.6996  -0.58
H 0.8784 -6.7421 -4.2862  0.12
C -0.0777 5.4874 4.7825  -0.80
H -4.7282 -2.8508 -4.3945  0.46
C 3.2075 2.2202 -3.9186  -1.30
C -2.9258 -8.0891 -2.0275  -1.16
H 1.4543 3.7185 5.3584  -0.10
H 2.1306 4.7033 -5.2031  0.36
H -6.6933 5.2975 -5.9779  0.37
H 5.5104 1.0082 3.3181  -0.54
H 1.7857 -1.2307 -2.6841  0.21
O 1.2318 3.2724 -3.0272  1.12
H -0.8336 1.8276 -3.6015  -0.49
H -1.0054 3.2007 7.1868  0.11
C -1.1777 -0.1388 7.8510  -0.38
H 1.4820 -5.5245 0.6886  0.04
C -0.0066 4.6963 6.0597  0.17
H -4.7790 -0.4901 3.8824  0.20
H 3.0583 -6.8371 -2.9974  0.51
C 0.5481 7.6135 -0.0586  -2.08
C -6.4756 -4.4000 -0.3857  -1.43
C -5.0481 2.2782 -1.4810  0.11
H 3.0717 -0.9024 0.7206  -0.77
H 2.4537 5.1229 2.9948  -0.21
C -1.8072 -2.6507 -4.6315  -0.22
H 5.3012 4.1651 -1.1264  0.09
H -1.3045 0.4291 -4.4825  -0.26
H -1.8484 -8.1925 -2.1562  0.30
H 1.3363 -2.8900 -0.9217  0.01
H 5.1923 -6.6246 -0.2405  0.43
C 0.9471 -2.1695 -0.2023  -0.18
C 6.2623 5.4113 -2.6868  0.61
H 0.8790 -0.9070 -6.2283  -0.07
H 1.0922 2.1472 2.7525  -1.16
H 1.9129 0.2961 2.6118  -0.10
O 1.2699 4.1029 6.2186  -0.73
H -2.1780 7.8674 -0.8603  0.36
H -2.9532 -4.5490 2.0760  0.43
H -2.0562 0.7653 2.2493  -0.22
H 2.6810 3.0906 1.2070  -0.83
C -1.0870 3.6531 6.1984  -0.58
H -7.1223 5.3897 3.4296  0.33
O -0.2919 3.3969 -5.6268  -0.69
C -1.6811 5.6174 1.0133  -1.59
H 5.6688 -7.4163 3.3306  0.47
H -4.7162 3.0630 -6.3138  0.62
H -2.9381 -1.6368 5.2771  -0.11
C -2.2934 7.2540 -1.7538  -1.98
C -5.1207 1.3533 5.0608  0.20
H 5.9029 5.7403 -0.5401  0.63
C -3.7617 -8.4008 -3.2385  0.66
H 4.0874 1.9892 1.3536  -0.82
C 3.6786 2.9620 1.6270  0.13
C -3.2261 -3.0658 3.6195  1.83
C -7.2789 5.2997 2.3547  -1.55
H -2.2004 1.4737 8.7491  0.13
H 7.6619 3.8568 -2.2171  0.24
H -6.0365 0.8320 5.3396  0.03
H -0.3357 2.0764 -7.8895  0.44
H -0.3813 8.0857 0.2597  0.38
H -0.8021 -2.8532 -5.0014  -0.43
H -4.5629 1.9822 7.1725  0.46
C 2.7486 -6.0092 -3.6352  -1.30
H -3.1898 4.3902 -2.3992  -0.02
O 7.4977 -2.1245 -2.2367  -0.44
N 0.5860 0.3318 0.1147  0.62
C 5.5573 -7.5182 2.2512  -2.03
C -1.0189 1.6961 -7.1301  -1.77
H -4.6429 4.2704 3.0437  0.64
H -3.3308 7.2362 -2.0881  0.45
H -4.3054 2.0141 -0.7283  -0.16
H 7.8621 -2.4132 -3.0766  0.41
H -5.5932 3.1222 -1.0583  0.35
H -7.2934 -5.0702 -0.1208  0.49
H -5.1198 0.9734 2.9367  0.38
H 2.7064 1.9954 -4.8601  0.31
C -5.2332 -2.2784 0.2591  0.04
C 1.1600 -0.5253 -2.1372  -0.55
H -0.0173 4.3802 1.1567  -0.90
H -4.2796 -2.6897 -0.0719  -0.02
H -1.1180 -1.7009 1.7640  -0.31
C 3.5819 3.2914 3.2078  1.33
H 0.2136 3.6222 -4.8424  0.00
H -3.4766 -9.3327 -3.7268  0.29
H -4.4262 3.3398 1.6048  -0.07
H -2.3392 5.4051 -3.6007  0.43
H 6.2683 1.3629 4.7513  0.68
C -5.2671 -8.3953 -2.9079  -1.22
H -8.3447 5.0738 2.3205  0.38
C 2.5772 -2.2386 -6.4211  0.57
H 8.3959 -1.8503 -0.7425  0.50
H 0.7880 -6.9852 -1.6523  0.60
C 3.3748 4.7606 3.4512  -1.62
H 5.1384 -4.9041 3.2619  0.54
C -5.4586 0.0328 -2.7096  -0.97
H 1.3151 7.8371 0.6829  0.49
H -2.9507 -4.3935 -5.5686  0.57
H 4.1925 1.7316 5.8648  0.42
H 5.2857 3.5842 4.7520  0.31
H -0.7672 1.9595 1.7589  -1.07
C -0.2157 5.4264 0.9241  -0.46
H -5.6576 -9.3468 -2.5472  0.35
C -1.2690 1.5164 -4.5510  1.90
O 2.8426 -8.2860 2.4154  -0.48
H -0.8044 -3.3326 -0.0702  1.01
H 5.8036 -1.6247 1.1005  -0.10
C -7.1575 4.3119 -6.0119  -1.75
H 5.9753 -3.6453 -3.6609  0.45
H -3.5497 0.6695 3.7390  -0.17
C 2.0286 -6.1004 2.7798  2.05
H -5.0049 0.4200 -3.6219  0.30
H 8.2755 -0.9941 1.8890  0.47
H -1.9149 2.2684 -7.3702  0.43
C -6.4199 3.3161 -5.0570  0.72
H 0.2278 -5.9083 4.1081  0.08
C -2.2512 4.8866 -2.6460  -1.20
H 5.6394 -4.7257 1.6502  0.28
C -6.4707 4.0692 1.8700  0.78
H 1.8856 1.3547 6.4079  0.60
H 6.2176 0.1982 -2.8529  0.22
C 5.0326 3.0089 3.8615  -1.52
C -2.7980 -3.8814 -4.6186  0.24
H -2.1268 -1.8665 -5.3177  0.60
H -3.0507 -7.0523 -1.7150  0.07
H -6.6910 3.8391 0.8276  0.24
H -2.2745 4.1272 -0.3305  -0.62
H 2.3409 -0.0426 -6.0180  -0.02
H 0.8849 4.1238 -2.7508  -1.07
H 6.4643 -7.2395 1.7147  0.37
H -1.5882 4.0453 -2.8476  -0.09
H 4.3488 3.6938 1.1760  0.75
H 1.8146 -0.6790 -7.6705  0.39
H 2.6764 -0.8848 3.4884  0.93
H 4.3381 0.0340 5.5131  0.44
C 7.9059 -1.1170 0.8709  -0.14
H -4.4812 4.1627 -4.9131  0.10
H 4.0257 -3.2235 2.5632  0.02
H 1.6961 -6.2117 5.0409  0.45
H 7.1025 0.0536 -0.7279  -0.22
C 6.1333 -1.8679 -2.4605  1.68
H 3.2174 -1.4981 -0.9130  0.19
C -1.7353 5.7961 -1.5656  2.08
H 4.1226 5.3536 2.9247  0.51
C 7.6978 4.8809 -2.5888  -1.41
H 3.1966 -6.1264 -4.6220  0.43
H 4.3861 5.5755 -1.5101  0.50
C 6.7532 -2.1456 0.9781  -0.46
H -5.6657 -1.6575 -0.5255  0.15
C -0.5419 -2.2833 -0.2050  0.02
H -1.3413 -2.2292 4.5684  0.29
H -1.3859 0.6866 -7.3152  0.29
H -6.8422 -3.9647 -1.3154  0.43
H -3.4667 -2.3030 2.8789  -0.75
C 7.3524 0.1940 0.3238  -0.21
H -8.2134 4.4012 -5.7566  0.41
H -4.5666 5.1261 1.5579  0.38
O -5.5023 2.7059 4.8887  -0.58
H 5.7635 4.9651 -3.5470  -0.13
O -7.1548 1.6089 -2.5185  -0.72
H 2.6463 5.7109 -3.9081  0.25
N 2.5040 2.5490 3.9625  0.26
H -0.5415 -0.9492 8.2068  0.58
H 2.1126 -3.2475 -4.7707  -0.11
C 1.1085 -6.1035 1.5332  -1.32
O -5.8515 -3.7948 1.8538  -0.44
H -4.4742 2.6624 -2.3243  -0.36
H -1.4190 -4.0720 2.7819  -0.41
H -0.6159 0.5267 7.1954  -0.23
H -1.7420 -1.0890 10.1684  0.34
H 1.6979 -3.8918 2.4904  -0.55
H 1.0608 -7.5016 4.1749  0.48
H -3.2735 -0.4351 9.9099  0.33
C 1.1892 -6.4218 4.0990  -1.64
H 0.7429 6.1995 4.6946  0.34
C -0.5009 2.0147 -5.7195  1.76
C -1.7037 0.7438 -0.6324  -0.37
H -0.9219 2.8192 5.5162  -0.23
O -3.4247 -7.3490 -4.1817  -0.44
C -2.4776 -4.2159 2.9985  -0.67
H -2.0913 -0.5500 7.4217  -0.03
C 1.8490 -3.4091 -7.0560  -1.41
H -2.4341 -3.1533 5.6186  0.58
C 6.0873 -0.7222 -3.4222  -0.95
H 3.6882 0.2088 2.5615  -0.78
H -6.6283 -4.1356 2.3035  0.26
C -4.6327 0.5889 3.8328  -0.15
H -2.2347 -1.4285 0.5682  -0.50
H 2.5215 5.7952 0.4419  0.64
H -0.1606 -4.8605 -4.2045  -0.05
C -6.2938 -3.3087 0.6429  -0.01
H 5.3142 -8.5219 1.9022  0.44
C -1.5458 0.6874 9.1251  0.57
H -5.8622 -8.0105 -3.7361  0.37
H 3.3836 0.2634 -0.5767  0.34
H -3.2111 1.3226 6.1531  -0.15
H -0.1547 5.3784 6.8969  0.49
H -4.6682 -0.4681 -2.1506  0.05
H 6.6902 7.1254 -2.0141  0.40
H -3.4465 5.4152 -0.2556  0.82
C -1.1684 -1.2974 0.7526  -0.41
H -5.5353 -4.9189 -0.5721  0.19
H -4.8289 -4.0259 3.4223  0.60
H -2.1331 3.9230 6.0542  0.57
C 1.7994 0.7030 5.5385  -2.65
C 3.6490 -4.1149 2.0617  1.01
H -5.9339 2.7579 4.0327  0.23
H 2.0531 -0.2832 5.9274  0.61
H -2.5332 -5.5893 -3.8430  -0.14
C 2.8136 0.1602 3.2103  -0.77
O -2.0257 -4.7746 -3.8295  -0.15
C 2.6022 3.5404 -3.3940  1.71
H 0.1800 7.0394 -2.7271  0.35
H -3.6937 -7.5361 -5.0841  0.21
H 8.3670 5.4542 -1.9472  0.34
C 2.8362 4.7436 -4.3733  -1.75
O -0.4362 1.1740 9.7508  -0.60
C 4.7985 -5.0865 2.2424  -2.07
C 4.1616 1.0058 5.0522  -1.44
O -7.0371 2.0400 -5.2541  -0.60
C 0.6065 -6.0629 -2.2042  -0.46
H 6.9047 -0.8077 -4.1382  0.43
H -7.2644 -2.8198 0.7258  0.39
H 0.1301 1.7807 9.2683  0.34
H -2.2553 0.3465 11.1721  0.36
H 0.8479 -3.5331 -6.6433  0.19
H 5.7933 3.3066 3.1397  0.52
H 3.0437 3.7397 -2.4176  -0.35
H -4.4242 0.2832 6.8173  0.46
C 1.1975 -5.8987 -3.6737  0.71
H 1.4801 0.4668 -2.4555  -1.03
H 3.4572 -3.8118 1.0324  -0.28
H -6.3672 0.5840 -0.8861  0.52
C -6.0405 1.1142 -1.7807  0.21
O 1.0802 1.5968 -0.0671  2.54
H 3.5985 -5.8828 -0.1833  0.07
H 6.4741 0.6247 0.8045  -0.14
C 4.2426 -6.6209 0.2946  -1.73
H 0.1080 -5.7366 1.7622  0.14
C -1.0577 0.9119 1.8374  -0.75
C -4.9530 4.2081 2.0006  -0.98
H 4.4703 -2.8892 -3.1662  -0.04
C 5.3150 1.5355 4.2518  0.00
H -7.6567 2.6947 2.0388  0.40
H 8.0496 1.0275 0.4089  0.46
H 3.7857 -7.5929 0.1088  0.44
H 0.8848 1.7614 -0.9925  -1.00
H -1.4874 1.7868 -0.8636  -0.64
H 5.3222 -3.9114 -1.9846  0.09
H -4.4054 2.4622 -4.6939  -0.42
C -2.2652 -0.1331 10.1933  -1.40
O 6.3737 6.8065 -2.8624  -0.59
H -3.8007 -3.0652 -2.8391  -0.09
H 2.8870 -8.6409 3.3063  0.36
O 2.5277 -2.4134 -5.0021  -0.05
H 0.4333 1.4544 -5.6823  -0.73
H 6.8581 -2.8897 1.7677  0.50
H 8.0886 4.9183 -3.6056  0.41
H 3.8969 4.7253 -4.6237  0.54
H -6.9090 6.2593 1.9934  0.35
C 1.8338 5.5033 -0.3518  -1.34
H -2.0666 5.0330 1.8487  0.63
N -0.2379 5.6134 -1.5144  1.02
H 0.8847 8.2251 -0.8958  0.35
H -0.9333 -2.0564 -1.1966  -1.27
H -6.7772 1.5991 -6.0663  0.33
H 6.5801 -2.6214 0.0128  0.07
H 1.0619 -5.2883 -1.5873  -0.33
H 3.4565 4.9787 4.5160  0.50
H 1.7548 4.4218 -0.4624  -0.89
H -6.7018 3.6444 -4.0565  0.28
C -2.3862 -2.4428 4.7934  -1.38
O 1.2560 2.7339 3.4945  3.18
H -0.4640 -5.8860 -2.0995  0.05
H 1.0408 -7.1165 1.1363  0.42
O 0.3469 6.0955 -2.6746  -0.42
H 3.6038 -2.2184 -6.7868  0.14
H -3.0619 -8.7154 -1.1459  0.45
C 1.3705 -0.6904 -0.6347  2.35
H -0.0285 4.8777 3.8804  -0.49
H -1.9196 6.6444 1.2899  0.53
H -6.9274 1.8222 -3.4265  0.28
H 3.1695 1.4176 -3.1821  -0.16
H -2.2986 1.8729 -4.5808  -0.73
H 2.3362 5.8615 -1.2503  0.84
H -2.4357 -5.0528 3.6956  0.56
H 2.2837 -4.4040 -6.9595  0.35
H 0.1249 -0.6052 -2.4693  -0.47
O 8.9259 -1.6116 0.0215  -0.66
C -2.3761 5.2115 -0.2855  -1.10
H -1.7916 7.8670 -2.5026  0.44
H -5.0150 -1.5906 1.0761  -0.20
C -4.1046 -3.5075 -3.7879  -1.06
C 1.9029 -0.8547 -6.5984  -0.43
H 5.1522 -0.6566 -3.9786  0.04
C -0.8278 0.1930 0.4881  3.49
H -5.4137 -7.6116 -2.1646  0.18
C 2.8589 -0.6568 -0.3199  -0.93
H 5.5302 -1.5024 -1.6293  -0.99
O -4.3299 -3.7375 4.1900  -0.74
H 0.2310 5.8935 1.8018  0.14
C 4.4134 -6.5440 1.8425  1.79
H -0.4507 0.3838 2.5727  0.43
H -4.7126 -4.4004 -3.6425  0.53
N 3.2206 -6.9530 2.6004  0.43
H 2.5146 -4.3466 3.9191  0.95
H -1.7727 0.1805 -1.5631  -0.70
C 0.4578 6.0891 -0.3068  2.10
H -1.0507 5.9785 4.7679  0.60
H 4.2541 2.4226 -4.1462  0.55
H 0.7969 0.4935 5.1656  0.11
O -6.9233 2.9630 2.5972  -0.69
H 1.3906 -2.4390 0.7562  -0.83
C -4.9312 3.2321 -5.2587  -0.54
C -4.2731 1.2763 6.3942  -0.92
H -2.7307 0.6599 -0.2771  0.32

Atoms 1-3, force components in eV/Å:
C 1.1 1.4 0.1
H -0.6 0.3 0.4
C -0.3 1.7 -1.0

The molar mass comes out at 1650.66 u. The value obtained for the relative energy (zero: lowest compared OMol25 entry of this formula, charge and spin) is 15.30 kcal/mol. Its total energy is -142606.429 eV.